#A
C4H12 | ωB97M-V with the def2-TZVPD basis set

Values from the calculation:
structure (SMILES)	CC.CC
frontier orbital gap	12.593	eV
LUMO level	1.2	eV
molecular weight	60.140	g/mol

CARTESIAN COORDINATES (ANGSTROEM)
C (-2.5061, -0.2873, 0.1491)
C (-1.6928, 0.4693, -0.9272)
H (-3.5885, -0.0227, 0.0552)
H (-2.3433, -1.3094, 0.0143)
H (-2.2505, 0.0565, 1.2297)
H (-1.1318, -0.2327, -1.5487)
H (-0.9423, 1.0328, -0.4270)
H (-2.4691, 0.8753, -1.5727)
C (2.3197, 0.5987, 0.7732)
C (1.8948, -0.7314, 0.0300)
H (1.4457, 1.2604, 0.6432)
H (2.6598, 0.1597, 1.7019)
H (3.0903, 1.1164, 0.3336)
H (2.8417, -1.2756, -0.1846)
H (1.4353, -0.4905, -0.9349)
H (1.2371, -1.2196, 0.6651)

---

#B
C4H12 | ωB97M-V with the def2-TZVPD basis set

Values from the calculation:
structure (SMILES)	CC.CC
frontier orbital gap	12.164	eV
LUMO level	1.0	eV
molecular weight	60.140	g/mol

CARTESIAN COORDINATES (ANGSTROEM)
C (-0.7714, 1.7592, 1.7664)
C (-2.0260, 1.7988, 0.9172)
H (-0.8567, 1.0993, 2.7173)
H (0.0191, 1.2898, 1.0683)
H (-0.3623, 2.8409, 1.8337)
H (-2.9651, 1.6606, 1.4560)
H (-1.8755, 1.1034, 0.1125)
H (-2.2488, 2.8349, 0.6353)
C (2.0207, -1.2641, -1.2183)
C (0.8170, -2.3110, -1.3720)
H (1.6552, -0.7128, -0.4378)
H (2.9572, -1.3861, -0.8004)
H (2.0504, -0.8834, -2.1205)
H (0.8407, -2.7809, -2.2959)
H (0.9186, -3.1255, -0.6670)
H (-0.1732, -1.9231, -1.5948)

---

What is the stability order? It is #A, #B, from most stable to least stable.

---

#A
C4H12 | ωB97M-V with the def2-TZVPD basis set

Values from the calculation:
structure (SMILES)	CC.CC
frontier orbital gap	12.798	eV
LUMO level	1.1	eV
molecular weight	60.140	g/mol

CARTESIAN COORDINATES (ANGSTROEM)
C (-0.2846, 1.5404, -0.6697)
C (0.3136, 2.8746, -0.2232)
H (0.1803, 0.9141, -1.4387)
H (-0.4172, 0.8436, 0.1616)
H (-1.2980, 1.7415, -1.0245)
H (-0.1389, 3.1494, 0.7426)
H (-0.0276, 3.6442, -0.8990)
H (1.3918, 2.8445, -0.1017)
C (-0.6986, -2.3072, 0.2055)
C (0.7429, -2.0636, 0.6979)
H (-1.0060, -1.4341, -0.3743)
H (-0.6698, -3.1130, -0.5324)
H (-1.3906, -2.5430, 1.0087)
H (1.2834, -3.0144, 0.7547)
H (0.7786, -1.6643, 1.7135)
H (1.2407, -1.4127, -0.0209)

---

#B
C4H12 | ωB97M-V with the def2-TZVPD basis set

Values from the calculation:
structure (SMILES)	CC.CC
frontier orbital gap	12.283	eV
LUMO level	1.2	eV
molecular weight	60.140	g/mol

CARTESIAN COORDINATES (ANGSTROEM)
C (1.6001, 0.4182, -0.5788)
C (2.2667, 0.6006, 0.7972)
H (0.8367, -0.3578, -0.5253)
H (1.0835, 1.3275, -0.8809)
H (2.3364, 0.1263, -1.3200)
H (2.1579, -0.2855, 1.4225)
H (2.0044, 1.5248, 1.3011)
H (3.3513, 0.6039, 0.6428)
C (-2.2203, -0.4165, 0.6307)
C (-1.7743, -0.5986, -0.8023)
H (-3.1027, 0.2140, 0.7077)
H (-2.4013, -1.3751, 1.1184)
H (-1.4039, 0.0577, 1.1776)
H (-2.0736, -1.4436, -1.4260)
H (-0.6833, -0.6969, -0.8746)
H (-1.9776, 0.3012, -1.3900)

---

What is the stability order? It is #A, #B, from most stable to least stable.

---

#A
C4H12 | ωB97M-V with the def2-TZVPD basis set

Values from the calculation:
structure (SMILES)	CC.CC
frontier orbital gap	12.702	eV
LUMO level	1.1	eV
molecular weight	60.140	g/mol

CARTESIAN COORDINATES (ANGSTROEM)
C (-1.4207, -0.3117, 0.6458)
C (-2.9062, -0.0789, 0.8762)
H (-1.2533, -0.4281, -0.4388)
H (-0.8786, 0.5581, 0.9357)
H (-1.0653, -1.1497, 1.1749)
H (-3.0152, 0.1985, 1.9007)
H (-3.3883, -1.0275, 0.6403)
H (-3.2664, 0.7576, 0.2473)
C (2.0886, -0.4840, -0.4368)
C (2.2246, 0.8808, -1.0824)
H (1.1085, -0.5517, 0.1170)
H (2.0961, -1.2721, -1.2173)
H (2.9107, -0.7253, 0.2707)
H (3.1677, 0.9121, -1.6328)
H (2.2909, 1.6575, -0.2546)
H (1.3756, 1.0332, -1.7595)

---

#B
C4H12 | ωB97M-V with the def2-TZVPD basis set

Values from the calculation:
structure (SMILES)	CC.CC
frontier orbital gap	12.099	eV
LUMO level	1.1	eV
molecular weight	60.140	g/mol

CARTESIAN COORDINATES (ANGSTROEM)
C (-0.5108, -2.1666, 1.0506)
C (0.0598, -2.5393, -0.2546)
H (-1.5701, -2.2363, 1.1634)
H (-0.3025, -2.7485, 1.9788)
H (-0.1979, -1.1917, 1.4525)
H (0.3792, -1.5926, -0.9195)
H (1.0483, -2.9879, -0.0464)
H (-0.3660, -3.2671, -0.8146)
C (0.7364, 2.0293, 0.0049)
C (-0.3490, 2.5546, -0.9602)
H (1.0425, 1.1100, -0.5027)
H (1.5811, 2.7732, 0.0107)
H (0.4255, 2.1349, 1.1503)
H (0.0316, 2.4912, -1.9605)
H (-1.3856, 2.0641, -0.6260)
H (-0.6225, 3.5725, -0.7268)

---

What is the stability order? It is #A, #B, from most stable to least stable.

---

#A
C4H12 | ωB97M-V with the def2-TZVPD basis set

Values from the calculation:
structure (SMILES)	CC.CC
frontier orbital gap	12.355	eV
LUMO level	1.1	eV
molecular weight	60.140	g/mol

CARTESIAN COORDINATES (ANGSTROEM)
C (-2.3835, -0.3631, 0.1921)
C (-1.4194, -1.4448, 0.5908)
H (-2.7088, 0.1034, 1.1301)
H (-1.9926, 0.2766, -0.6239)
H (-3.3151, -0.8693, -0.2503)
H (-0.6772, -1.7052, -0.1203)
H (-1.7635, -2.3830, 0.9032)
H (-0.9086, -1.2076, 1.4629)
C (2.0848, 0.6813, -1.1231)
C (1.7370, 1.1756, 0.2550)
H (3.2177, 0.6470, -1.3505)
H (1.5470, -0.3471, -1.3821)
H (1.7456, 1.4617, -1.8409)
H (2.4919, 1.9108, 0.6769)
H (1.5758, 0.3827, 1.0230)
H (0.7688, 1.6811, 0.4571)

---

#B
C4H12 | ωB97M-V with the def2-TZVPD basis set

Values from the calculation:
structure (SMILES)	CC.CC
frontier orbital gap	12.628	eV
LUMO level	1.1	eV
molecular weight	60.140	g/mol

CARTESIAN COORDINATES (ANGSTROEM)
C (-0.2079, 0.6447, -2.6781)
C (-1.3342, -0.3939, -2.4998)
H (0.3490, 0.3669, -3.5860)
H (-0.6421, 1.6065, -2.9418)
H (0.6055, 0.7395, -1.9636)
H (-1.1210, -1.3345, -2.9885)
H (-1.4198, -0.6369, -1.4325)
H (-2.2987, 0.0394, -2.7342)
C (1.4646, -0.2541, 2.3442)
C (0.0024, -0.0518, 2.8068)
H (1.9351, -1.1984, 2.6062)
H (1.6235, -0.0608, 1.2859)
H (2.0443, 0.4830, 2.9072)
H (-0.1702, -0.7565, 3.6196)
H (-0.7413, -0.1401, 2.0257)
H (-0.0893, 0.9469, 3.2289)

---

What is the stability order? It is #B, #A, from most stable to least stable.

---

#A
C4H12 | ωB97M-V with the def2-TZVPD basis set

Values from the calculation:
structure (SMILES)	CC.CC
frontier orbital gap	12.579	eV
LUMO level	1.2	eV
molecular weight	60.140	g/mol

CARTESIAN COORDINATES (ANGSTROEM)
C (0.2846, 0.2239, 2.3097)
C (1.3586, 0.3634, 1.1804)
H (0.7350, 0.4062, 3.2788)
H (-0.5027, 0.8897, 1.9731)
H (-0.1945, -0.7663, 2.2509)
H (0.9124, -0.2718, 0.4140)
H (1.3799, 1.3864, 0.8990)
H (2.3235, -0.0162, 1.4642)
C (-1.0750, -0.8124, -1.3194)
C (-0.5301, 0.3326, -2.1607)
H (-1.8491, -0.7804, -0.5172)
H (-1.3310, -1.6080, -2.0339)
H (-0.2901, -1.3411, -0.7459)
H (-1.2459, 0.6876, -2.9088)
H (0.4161, 0.1733, -2.6538)
H (-0.3917, 1.1331, -1.4304)

---

#B
C4H12 | ωB97M-V with the def2-TZVPD basis set

Values from the calculation:
structure (SMILES)	CC.CC
frontier orbital gap	12.538	eV
LUMO level	1.1	eV
molecular weight	60.140	g/mol

CARTESIAN COORDINATES (ANGSTROEM)
C (1.7601, 0.9531, -1.9575)
C (1.2360, 1.7612, -0.6171)
H (2.7908, 0.7460, -2.0666)
H (1.1628, 0.0772, -1.8565)
H (1.5442, 1.5703, -2.9182)
H (0.2676, 2.0136, -0.9218)
H (1.2117, 1.1520, 0.2755)
H (1.9229, 2.5781, -0.4505)
C (-1.5683, -2.1309, 1.4630)
C (-1.3812, -0.5325, 1.1915)
H (-1.9074, -2.4171, 2.3859)
H (-2.3387, -2.4832, 0.7413)
H (-0.6071, -2.7604, 1.3289)
H (-1.6340, 0.0632, 2.0041)
H (-2.1642, -0.3607, 0.4213)
H (-0.5285, -0.4848, 0.5766)

---

#C
C4H12 | ωB97M-V with the def2-TZVPD basis set

Values from the calculation:
structure (SMILES)	CC.CC
frontier orbital gap	12.471	eV
LUMO level	1.1	eV
molecular weight	60.140	g/mol

CARTESIAN COORDINATES (ANGSTROEM)
C (1.1986, 2.1506, 0.4390)
C (-0.3164, 2.1114, 0.4251)
H (1.6484, 2.8189, 1.3124)
H (1.6232, 1.1064, 0.4855)
H (1.6187, 2.6746, -0.3436)
H (-0.6855, 1.1586, -0.1074)
H (-0.7902, 2.8738, 0.0277)
H (-0.6503, 1.9738, 1.4080)
C (-0.9902, -2.1059, 0.0243)
C (0.1985, -2.1220, -0.9187)
H (-1.0168, -2.8456, 0.9483)
H (-1.1831, -1.0220, 0.3802)
H (-1.9534, -2.4450, -0.4048)
H (1.0987, -1.7917, -0.4905)
H (0.1660, -3.1299, -1.4709)
H (0.0338, -1.4061, -1.7147)

---

#D
C4H12 | ωB97M-V with the def2-TZVPD basis set

Values from the calculation:
structure (SMILES)	CC.CC
frontier orbital gap	12.922	eV
LUMO level	1.1	eV
molecular weight	60.140	g/mol

CARTESIAN COORDINATES (ANGSTROEM)
C (-0.8151, -0.4924, -2.2410)
C (-1.7471, 0.4152, -1.3745)
H (-1.2574, -1.4811, -2.3608)
H (-0.8321, -0.0685, -3.2385)
H (0.1501, -0.5290, -1.7582)
H (-2.2338, 1.1334, -2.0385)
H (-1.0886, 1.0458, -0.7687)
H (-2.4996, 0.0373, -0.6957)
C (2.0798, 0.0164, 1.8382)
C (0.5186, 0.0214, 1.8663)
H (2.3905, -0.1289, 0.8021)
H (2.4772, 0.9602, 2.1897)
H (2.3867, -0.8929, 2.3480)
H (0.1526, 0.9853, 1.5310)
H (0.1166, -0.3386, 2.8059)
H (0.2016, -0.6837, 1.0947)

---

What is the stability order? It is #D, #A, #C, #B, from most stable to least stable.

---

#A
C4H12 | ωB97M-V with the def2-TZVPD basis set

Values from the calculation:
structure (SMILES)	CC.CC
frontier orbital gap	12.608	eV
LUMO level	1.2	eV
molecular weight	60.140	g/mol

CARTESIAN COORDINATES (ANGSTROEM)
C (-1.9536, 0.1447, 0.2996)
C (-1.5988, 1.4199, 1.0636)
H (-1.3203, -0.7278, 0.4592)
H (-3.0103, -0.0937, 0.3455)
H (-1.7137, 0.3041, -0.7620)
H (-2.0684, 2.2168, 0.4911)
H (-0.5421, 1.6357, 1.1371)
H (-2.1120, 1.4796, 2.0233)
C (1.2850, -1.3647, -0.4624)
C (2.2670, -0.2331, -0.8053)
H (1.6773, -2.3258, -0.7907)
H (1.2922, -1.3762, 0.6270)
H (0.3032, -1.2298, -0.8970)
H (1.8889, 0.7147, -0.4224)
H (2.3448, -0.0978, -1.8681)
H (3.2607, -0.4666, -0.4387)

---

#B
C4H12 | ωB97M-V with the def2-TZVPD basis set

Values from the calculation:
structure (SMILES)	CC.CC
frontier orbital gap	12.270	eV
LUMO level	1.1	eV
molecular weight	60.140	g/mol

CARTESIAN COORDINATES (ANGSTROEM)
C (0.0147, 0.3618, 1.5955)
C (0.6364, 1.5173, 2.3049)
H (-0.9092, -0.1914, 2.0355)
H (-0.3674, 0.5159, 0.5564)
H (0.8271, -0.3670, 1.4604)
H (1.6753, 1.3886, 2.6100)
H (0.0951, 1.9166, 3.1674)
H (0.8003, 2.4109, 1.6354)
C (0.3985, -1.1023, -1.7462)
C (-1.0541, -0.8007, -2.1045)
H (0.5362, -0.4238, -0.8685)
H (0.5770, -2.2188, -1.5318)
H (1.1771, -0.7993, -2.4812)
H (-1.8693, -1.1955, -1.5235)
H (-1.1555, 0.3094, -2.2271)
H (-1.3596, -1.2024, -3.1318)

---

#C
C4H12 | ωB97M-V with the def2-TZVPD basis set

Values from the calculation:
structure (SMILES)	CC.CC
frontier orbital gap	12.496	eV
LUMO level	1.1	eV
molecular weight	60.140	g/mol

CARTESIAN COORDINATES (ANGSTROEM)
C (-1.8843, 0.4094, -0.0098)
C (-2.5279, -0.1149, 1.3113)
H (-1.2932, 1.2917, 0.3648)
H (-1.1598, -0.2397, -0.4782)
H (-2.6425, 0.7393, -0.6712)
H (-3.0156, 0.6344, 1.9593)
H (-1.8780, -0.6901, 1.9709)
H (-3.3888, -0.7354, 1.0394)
C (1.4563, -0.3335, -0.7411)
C (2.9824, 0.0439, -0.6918)
H (1.0998, -0.5056, 0.2960)
H (0.8614, 0.3566, -1.1899)
H (1.3337, -1.2555, -1.2961)
H (3.1291, 1.0734, -0.4500)
H (3.4287, -0.1767, -1.5843)
H (3.4990, -0.4973, 0.1708)

---

#D
C4H12 | ωB97M-V with the def2-TZVPD basis set

Values from the calculation:
structure (SMILES)	CC.CC
frontier orbital gap	12.187	eV
LUMO level	1.1	eV
molecular weight	60.140	g/mol

CARTESIAN COORDINATES (ANGSTROEM)
C (-1.1975, -0.3553, -1.5735)
C (-0.6485, -1.4364, -2.4578)
H (-0.6270, -0.1124, -0.6748)
H (-1.4336, 0.6313, -2.1646)
H (-2.1547, -0.4728, -1.0808)
H (-0.1973, -0.8520, -3.2613)
H (0.2086, -2.0791, -2.1034)
H (-1.4458, -1.9048, -3.0440)
C (0.8605, 0.8903, 1.2780)
C (0.9844, 0.8260, 2.7803)
H (0.0509, 1.5227, 1.0028)
H (1.7261, 1.3532, 0.8101)
H (0.6683, 0.0034, 0.7861)
H (0.6155, 1.6947, 3.2841)
H (0.4012, -0.0042, 3.3054)
H (2.1944, 0.6719, 2.9785)

---

What is the stability order? It is #A, #C, #B, #D, from most stable to least stable.